Record 1
Molecular formula: C27H27N6O13S2
Method: DFT, wB97M-V/def2-TZVPD

For the HOMO energy, the calculation gives -6.276 eV. Its frontier orbital gap is 7.222 eV. For the energy above the lowest of the compared OMol25 structures with the same formula, charge and spin, the calculation gives 0.0 kcal/mol. The charge is -1.

Atoms and positions in Å:
C 2.29 3.65 0.85
C 2.43 2.88 -0.42
O 2.05 3.32 -1.49
N 2.96 1.56 -0.30
C 2.45 0.65 -1.32
S 4.65 1.51 -0.16
O 5.01 2.74 0.49
O 5.17 1.32 -1.47
N 4.91 0.20 0.70
S 4.90 0.44 2.28
O 4.24 -0.68 2.92
O 6.21 0.73 2.79
H 1.33 3.38 1.28
H 3.05 3.35 1.55
H 2.36 4.71 0.65
H 1.42 0.90 -1.50
H 2.50 -0.36 -0.93
H 2.98 0.72 -2.26
H 4.11 1.51 2.52
C 1.49 -3.05 -6.37
C 0.51 -3.40 -5.46
C 0.03 -2.47 -4.55
C 0.54 -1.19 -4.59
C 1.52 -0.81 -5.48
C 2.00 -1.75 -6.38
N 0.02 -0.18 -3.64
O -0.82 -0.54 -2.84
O 0.47 0.94 -3.72
H 1.86 -3.78 -7.07
H 0.12 -4.41 -5.44
H -0.74 -2.74 -3.84
H 1.91 0.19 -5.49
H 2.77 -1.48 -7.09
C 1.93 -0.47 5.03
C 1.48 -1.35 4.06
C 0.12 -1.53 3.85
C -0.77 -0.81 4.63
C -0.35 0.07 5.61
C 1.01 0.23 5.81
N -2.21 -0.98 4.40
O -2.57 -1.78 3.56
O -2.97 -0.32 5.08
H 2.99 -0.34 5.18
H 2.20 -1.89 3.46
H -0.23 -2.21 3.09
H -1.06 0.61 6.20
H 1.36 0.92 6.57
C -4.77 -3.71 5.64
C -5.92 -4.32 6.14
C -6.34 -5.53 5.61
C -5.60 -6.11 4.60
C -4.47 -5.51 4.09
C -4.05 -4.30 4.61
N -6.04 -7.40 4.05
O -7.05 -7.90 4.51
O -5.37 -7.91 3.18
H -4.44 -2.76 6.05
H -6.48 -3.85 6.93
H -7.23 -6.01 6.00
H -3.91 -5.98 3.29
H -3.17 -3.82 4.23
C -1.40 4.11 -5.44
C -0.63 4.01 -4.29
C 0.24 5.03 -3.94
C 0.34 6.13 -4.77
C -0.40 6.25 -5.92
C -1.28 5.23 -6.26
N 1.26 7.22 -4.40
O 1.91 7.10 -3.40
O 1.29 8.19 -5.14
H -2.08 3.32 -5.71
H -0.72 3.14 -3.65
H 0.84 4.94 -3.04
H -0.31 7.12 -6.56
H -1.87 5.31 -7.16

---

Record 2
Molecular formula: C4H7BrOS
Method: DFT, wB97M-V/def2-TZVPD

For the HOMO energy, the calculation gives -9.243 eV. Its frontier orbital gap is 9.802 eV. For the energy above the lowest of the compared OMol25 structures with the same formula, charge and spin, the calculation gives 6.7 kcal/mol.

Atoms and positions in Å:
C -1.01 0.46 -0.09
C 0.40 0.94 0.14
C -1.35 -0.88 0.40
C 1.46 -0.04 -0.39
O 1.36 -1.28 0.23
S -0.11 -2.14 -0.06
Br 3.30 0.52 0.05
H -1.61 1.36 0.13
H -1.06 0.29 -1.20
H 0.59 1.88 -0.26
H 0.62 0.87 1.26
H -1.67 -0.83 1.46
H -2.31 -1.08 -0.12
H 1.40 -0.07 -1.55

---

Record 3
Molecular formula: C5H6N2
Method: DFT, wB97M-V/def2-TZVPD

For the HOMO energy (alpha / beta), the calculation gives -9.400 / -9.052 eV. Its frontier orbital gap (alpha / beta) is 9.035 / 8.699 eV. For the energy above the lowest of the compared OMol25 structures with the same formula, charge and spin, the calculation gives 118.6 kcal/mol.

Atoms and positions in Å:
N 2.29 -1.72 0.84
C 1.74 -0.71 0.67
C 0.90 0.49 0.53
C 0.17 0.78 -0.80
C -1.15 0.47 0.01
C -1.24 -0.97 -0.13
N -0.38 0.24 1.20
H 1.48 1.36 0.89
H 0.42 0.12 -1.64
H 0.21 1.82 -1.09
H -2.01 1.14 -0.05
H -1.09 -1.34 -1.16
H -1.28 -1.73 0.63